Entry 1:
DFT (ωB97M-V/def2-TZVPD) results for a cluster of 19 separate species, C38H114O38 in total.

Element x y z (Å)
C 4.635360 -0.857567 2.236467
C 5.520818 -1.917512 2.880881
O 5.450068 -3.112885 2.120430
O 5.037504 -0.788363 0.858399
H 4.696336 0.175662 2.679995
H 3.614585 -1.279333 2.302243
H 5.231843 -2.140512 3.894523
H 6.523506 -1.532411 3.017144
H 5.999214 -2.967999 1.273619
H 5.190283 0.119824 0.547522
C 4.834788 2.700083 -0.475976
C 5.494934 2.648107 -1.827279
O 6.830414 3.135431 -1.656512
O 5.628369 1.956076 0.394087
H 3.821925 2.293810 -0.548685
H 4.817202 3.750375 -0.081822
H 4.901092 3.289265 -2.501522
H 5.493610 1.572250 -2.125258
H 7.353501 2.576732 -2.255480
H 6.510788 2.273256 0.451217
C -5.848805 -4.969821 -0.072558
C -5.787997 -5.421490 -1.575850
O -4.886913 -6.487212 -1.715159
O -5.306284 -3.645353 0.147203
H -5.266583 -5.614892 0.563959
H -6.861262 -4.817714 0.290583
H -5.422662 -4.543600 -2.048119
H -6.744539 -5.739226 -2.034538
H -4.691008 -6.526100 -2.679087
H -4.481979 -3.509000 -0.358596
C 2.735910 -1.248680 -2.859981
C 2.241814 -0.021936 -2.111169
O 2.486366 -0.089526 -0.700716
O 4.020731 -1.641548 -2.315732
H 2.900625 -1.082764 -3.886005
H 2.071768 -2.065381 -2.879787
H 1.169477 0.097370 -2.135497
H 2.673024 0.864334 -2.530844
H 3.423715 -0.309578 -0.621600
H 3.693642 -2.206647 -1.567415
C -0.768455 0.649110 -4.672119
C -2.145646 0.668042 -4.093272
O -2.234247 0.292209 -2.704251
O -0.129058 1.827445 -4.429647
H -0.850844 0.508814 -5.766783
H -0.100474 -0.101008 -4.176501
H -2.727282 -0.068634 -4.662924
H -2.630342 1.648873 -4.264674
H -2.772724 1.019267 -2.271015
H -0.604199 2.574102 -4.909572
C 1.439809 -1.723418 4.553845
C 1.770790 -1.307881 6.002138
O 1.445144 0.038073 6.259431
O 0.074255 -1.916088 4.257457
H 2.054376 -2.694494 4.434259
H 1.849506 -1.017864 3.809729
H 2.880104 -1.359313 6.063192
H 1.372953 -1.993441 6.767575
H 0.550094 0.206700 6.004671
H -0.414192 -2.224581 5.035778
C -2.493665 -0.122445 5.985957
C -2.400263 -1.381573 6.826545
O -2.014963 -2.505591 6.082896
O -1.273619 0.170592 5.322615
H -2.694960 0.753867 6.610580
H -3.304997 -0.212768 5.221631
H -3.404599 -1.488294 7.286716
H -1.596214 -1.338278 7.601653
H -2.479090 -2.659571 5.247204
H -0.928819 -0.603806 4.813600
C -2.091510 5.566786 -4.937141
C -2.711503 4.357573 -5.511374
O -1.761103 3.523270 -6.189077
O -1.239522 5.307829 -3.862906
H -2.854057 6.384601 -4.723468
H -1.486453 6.033657 -5.722430
H -3.521643 4.656424 -6.207242
H -3.276559 3.816419 -4.746936
H -0.999491 4.059026 -6.393803
H -1.671824 4.836555 -3.184241
C 6.827486 -3.321370 -1.473993
C 7.630580 -2.147042 -1.703149
O 8.948417 -2.465397 -2.154646
O 7.043252 -3.878766 -0.173149
H 7.108952 -4.102985 -2.158100
H 5.774061 -3.132042 -1.539694
H 7.638658 -1.384120 -0.913897
H 7.165144 -1.664617 -2.576503
H 9.567058 -2.570371 -1.375515
H 7.947333 -4.122301 -0.067650
C -2.460127 -4.494978 2.316827
C -2.648693 -2.988391 2.496302
O -3.395369 -2.850324 3.720747
O -1.971710 -4.806140 1.047132
H -3.506193 -4.870096 2.343760
H -1.827698 -4.817581 3.182427
H -3.142671 -2.473224 1.680785
H -1.625841 -2.629511 2.592425
H -3.993251 -2.124707 3.687430
H -1.011663 -4.512820 0.926847
C -3.362309 2.996372 3.229602
C -2.004961 3.556833 3.443997
O -1.785291 4.839793 2.804822
O -3.571622 2.818632 1.843390
H -4.164317 3.683852 3.519351
H -3.522264 2.059740 3.774211
H -1.304276 2.939854 2.931877
H -1.688437 3.577717 4.531605
H -2.283925 5.521636 3.302113
H -3.130553 1.954940 1.583204
C 3.037733 3.379094 -4.697121
C 2.405655 4.407666 -5.640864
O 0.998192 4.564950 -5.507468
O 2.597059 2.061614 -4.848529
H 2.885321 3.719834 -3.660479
H 4.139669 3.474844 -4.807203
H 2.506729 4.013085 -6.621708
H 2.920731 5.370527 -5.501055
H 0.677946 5.068565 -4.698167
H 1.631581 2.066211 -4.724598
C -2.122714 -4.567248 -2.194191
C -1.758297 -3.086669 -2.027961
O -2.870460 -2.309188 -1.457184
O -3.167929 -4.626249 -3.141728
H -2.575188 -5.063294 -1.316105
H -1.175992 -5.064916 -2.402505
H -1.516894 -2.674093 -3.035296
H -0.862589 -3.087427 -1.436251
H -2.973280 -1.508823 -1.993115
H -3.004420 -5.340529 -3.739703
C -1.141738 -0.167254 0.209324
C -0.033023 -0.163908 1.311744
O 0.833174 -1.287235 1.290437
O -1.803943 1.121572 0.228408
H -1.913480 -0.863808 0.529153
H -0.736152 -0.462966 -0.735035
H -0.572196 -0.192061 2.273788
H 0.494710 0.796969 1.246084
H 1.588492 -1.054260 0.697158
H -1.324442 1.742812 -0.341180
C 3.506541 3.662983 3.275226
C 3.167323 2.207291 3.550175
O 1.851672 2.118046 4.078643
O 2.660445 4.299866 2.335769
H 4.516955 3.636988 2.823555
H 3.431177 4.218919 4.245287
H 3.938547 1.904260 4.240319
H 3.213694 1.527000 2.684756
H 1.678699 1.328155 4.583929
H 1.762458 4.080045 2.590360
C -5.030677 2.470986 -1.240111
C -4.231108 3.675123 -1.564683
O -2.935499 3.371524 -2.006651
O -5.082770 1.639372 -2.365266
H -6.052609 2.766914 -1.045741
H -4.673429 1.898947 -0.396226
H -4.326262 4.365436 -0.721328
H -4.790372 4.184027 -2.329637
H -2.280989 3.569603 -1.272334
H -4.768195 0.772370 -2.105635
C 0.204891 4.177926 -0.024600
C 0.672094 3.645198 -1.385168
O -0.023583 2.457800 -1.647852
O -1.174715 4.479638 -0.067634
H 0.814777 5.085007 0.180607
H 0.341753 3.360095 0.698644
H 1.734546 3.475893 -1.254494
H 0.536970 4.374410 -2.145863
H -0.077361 2.229027 -2.602472
H -1.399925 4.949893 0.728802
C 1.372659 -4.454346 -0.249366
C 2.803683 -4.363749 0.165408
O 3.157231 -2.970693 0.080393
O 0.529090 -3.899820 0.741275
H 1.095671 -5.529817 -0.447150
H 1.211172 -3.879747 -1.202503
H 3.489207 -5.029465 -0.470513
H 2.940336 -4.667778 1.165232
H 3.990948 -2.784613 0.550116
H 0.709058 -2.953044 0.840552
C -6.750498 -1.299836 1.803404
C -6.145536 -0.283020 0.812125
O -5.706827 -0.849143 -0.418179
O -5.759687 -2.069665 2.438687
H -7.404952 -1.997322 1.210591
H -7.278226 -0.882331 2.652178
H -5.271520 0.138546 1.248594
H -6.886466 0.532829 0.659185
H -5.708983 -1.806064 -0.221838
H -5.545330 -2.839784 1.869046

Forces on atoms 1 to 3 (eV/Å):
0.10 0.39 -0.08
-0.01 0.49 -0.05
1.15 0.57 -1.54

Computed properties:
energy relative to the best compared isomer or geometry (same formula, charge and spin)	4.3	kJ/mol
HOMO-LUMO gap	9.47	eV
DFT total energy	-4375.11048	a.u.
HOMO	-0.339	Ha
max |F|	0.07223	hartree/bohr

=====

Entry 2:
DFT (ωB97M-V/def2-TZVPD) results for a cluster of 2 separate species, C3H3NO4S in total.

Element x y z (Å)
C -0.082841 0.354651 -0.092313
C 2.142054 0.996228 -1.164251
C -0.623632 -1.687890 2.084209
N 1.118821 0.396311 -0.193946
O 1.972018 2.196700 -1.308388
O 3.043581 0.227724 -1.541658
O -2.823191 0.991916 -0.378456
O -1.491218 0.058927 -2.297114
S -1.542854 1.070378 -1.190110
H -0.709830 -1.400670 0.974818
H 0.284126 -2.193756 2.308612
H -1.287034 -1.010520 2.798597

Forces on atoms 1 to 3 (eV/Å):
0.56 -0.42 0.86
0.64 -0.43 0.42
-2.44 2.19 -1.21

Computed properties:
energy relative to the best compared isomer or geometry (same formula, charge and spin)	394.0	kJ/mol
HOMO-LUMO gap (spin up / spin down)	4.58 / 7.29	eV
DFT total energy	-869.87398	a.u.
HOMO (spin up / spin down)	0.061 / -0.039	Ha
net charge	-2
max |F|	0.06800	hartree/bohr

=====

Entry 3:
DFT (ωB97M-V/def2-TZVPD) results for a cluster of 13 separate species, C7H38O13 in total.

Element x y z (Å)
C -1.623152 3.031715 -1.858796
O -0.445692 3.828370 -1.634046
C -1.529939 1.805082 -0.974519
C -1.620161 2.215771 0.499807
C -0.284910 2.523672 1.183430
C 0.585810 1.286722 1.347979
C 1.767359 1.533279 2.255607
C 1.692129 2.042595 3.477425
H -2.510572 3.641002 -1.651485
H -1.543835 2.829218 -2.939326
H -0.389199 3.982158 -0.684547
H -0.611095 1.232260 -1.184380
H -2.330818 1.114817 -1.263310
H -2.294428 3.086532 0.602988
H -2.139479 1.420358 1.027378
H -0.474516 2.943321 2.159577
H 0.265700 3.299045 0.637714
H -0.003678 0.460975 1.753095
H 0.915178 0.921676 0.364038
H 2.732988 1.212622 1.883163
H 2.540317 2.178930 4.122322
H 0.757464 2.316278 3.957417
H -0.852321 -3.443756 3.956318
H -0.190341 -2.793249 2.767218
O -0.557788 -2.574909 3.659951
H 3.257708 1.613818 0.155338
H 2.897290 1.770164 -1.374152
O 3.487726 1.306596 -0.732821
H 0.875046 2.910215 -2.132429
H 2.030753 2.960092 -3.150121
O 1.667725 2.385664 -2.458138
H -0.203677 -1.053576 -3.305215
H -1.641178 -1.067782 -3.869141
O -1.057089 -1.563222 -3.288532
H 2.981704 -1.873188 -0.493825
H 3.197495 -0.413238 -1.124931
O 2.870312 -1.330976 -1.309439
H -3.303959 -1.100925 3.692809
H -1.866969 -1.516709 3.290964
O -2.679310 -1.069957 2.958834
H -2.213010 -1.887086 -2.002472
H -3.447016 -2.733770 -1.912181
O -3.016397 -2.004058 -1.449408
H 2.066377 -2.787833 1.436136
H 3.030064 -3.731176 0.724600
O 2.930911 -2.812648 0.996060
H 1.386262 0.716861 -2.960447
H 1.866177 -0.714591 -2.631258
O 1.243052 -0.224544 -3.209067
H -2.893173 -2.624447 0.167291
H -2.902895 -2.315735 1.717708
O -2.760536 -3.023060 1.055037
H -0.181359 -2.497943 -2.014968
H 1.272655 -2.245661 -1.431455
O 0.468694 -2.823946 -1.374345
H 0.098417 -3.278672 0.239386
H -1.162256 -3.501978 1.161354
O -0.154566 -3.561183 1.163795

Forces on atoms 1 to 3 (eV/Å):
0.88 -0.11 -0.61
0.08 0.51 -0.03
-0.41 -0.19 -0.42

Computed properties:
energy relative to the best compared isomer or geometry (same formula, charge and spin)	0.0	kJ/mol
HOMO-LUMO gap	10.25	eV
DFT total energy	-1267.66627	a.u.
HOMO	-0.367	Ha
max |F|	0.02103	hartree/bohr